Record 1
Formula: C18H16BrN3OS2
Source: OMol25
Level of theory: ωB97M-V/def2-TZVPD

Results
- Net charge: 0
- Spin multiplicity: 1
- Frontier orbital gap: 8.45 eV
- Energy relative to the best compared isomer or geometry (same formula, charge and spin): 0.0 kJ/mol
- HOMO energy: -8.77 eV
- Lowest unoccupied orbital energy: -0.31 eV

The geometry in XYZ format:
```
41
Properties=species:S:1:pos:R:3:forces:R:3:nbo_charge:R:1
C -2.0724 -0.9606 0.8593 -0.0105 0.0186 0.0898 -0.3882
C -1.2311 -0.2227 0.1623 0.0036 0.1167 0.0233 -0.1888
C -1.6405 0.9558 -0.6786 -0.3260 -0.1071 0.4791 -0.2649
N -0.7135 1.1966 -1.7523 0.5120 0.1780 -0.6890 -0.3605
C -0.6070 0.5655 -2.9597 -0.2117 0.1474 0.1464 0.3485
C -1.4881 -0.5425 -3.4050 0.0199 0.0179 -0.0690 -0.4850
C -1.2883 -1.7424 -2.5324 -0.4533 -0.4455 0.0453 -0.1900
C -0.1210 -2.2246 -2.0286 -0.1544 0.1204 -0.1742 -0.2596
C -0.3019 -3.3759 -1.2280 -0.0421 -0.1403 0.0854 -0.2506
C -1.6008 -3.7500 -1.1348 -0.3627 0.1113 -0.1058 -0.4096
S -2.6370 -2.7069 -2.0270 0.6702 0.0954 -0.0576 0.4308
N 0.3994 1.0537 -3.6322 -0.3139 -0.8546 -0.8244 -0.2793
N 0.9788 2.0076 -2.8983 0.4432 0.7897 0.5054 -0.2772
C 0.3237 2.0880 -1.7766 -0.1236 0.1934 0.2859 0.1427
S 0.7207 3.1461 -0.4446 0.1983 0.2526 -0.1160 0.2558
C 2.4142 2.5032 -0.1421 -0.3094 -0.0819 -0.2919 -0.6063
C 2.2019 1.1058 0.3809 0.1773 0.1563 -0.1732 0.5412
O 2.3272 0.1467 -0.3484 0.0458 0.0242 0.0297 -0.5350
C 1.7153 0.9517 1.7781 -0.1387 -0.3512 0.5219 -0.0865
C 1.4005 2.0162 2.6206 0.0978 -0.1775 -0.1305 -0.1873
C 0.9058 1.7721 3.8895 -0.0012 0.0488 0.0450 -0.2051
C 0.7088 0.4767 4.3371 -0.0009 -0.1065 -0.0388 -0.2162
C 1.0238 -0.5779 3.4952 -0.0194 -0.1319 0.0534 -0.0645
Br 0.7322 -2.3660 4.0792 0.0359 0.1904 -0.0549 0.0577
C 1.5304 -0.3552 2.2319 0.0423 0.0740 0.0143 -0.2251
H -1.7332 -1.7806 1.4670 0.1349 -0.1471 0.1463 0.2115
H -3.1344 -0.7786 0.8481 -0.2601 0.0549 -0.0637 0.1908
H -0.1710 -0.4269 0.1742 0.1285 -0.0477 0.0268 0.2132
H -1.6561 1.8587 -0.0552 -0.0627 -0.1545 -0.1863 0.2375
H -2.6417 0.8048 -1.0933 0.0649 0.0778 0.0462 0.2177
H -2.5363 -0.2324 -3.3742 0.0170 0.0140 -0.0971 0.2285
H -1.2250 -0.7703 -4.4415 -0.0880 0.1001 0.0684 0.2620
H 0.8359 -1.7704 -2.2164 0.1876 0.1607 -0.0364 0.2444
H 0.5042 -3.8975 -0.7443 0.1275 -0.1199 0.1029 0.2273
H -2.0246 -4.5783 -0.6031 -0.0228 -0.2031 0.1450 0.2359
H 2.8940 3.1771 0.5617 0.0088 0.0191 0.0336 0.2406
H 2.9332 2.4885 -1.0995 0.0320 -0.0263 0.1467 0.2730
H 1.5161 3.0361 2.2914 0.0273 0.1003 -0.0146 0.2142
H 0.6620 2.5996 4.5380 -0.0288 0.0741 0.0573 0.2223
H 0.3133 0.2869 5.3229 -0.0282 -0.0158 0.0638 0.2319
H 1.7825 -1.1776 1.5785 -0.0164 -0.0252 -0.0384 0.2525
```
Forces are in eV/Å.

Record 2
Formula: C40H117N7O15
Source: OMol25
Level of theory: ωB97M-V/def2-TZVPD

Results
- Net charge: 0
- Spin multiplicity: 1
- Frontier orbital gap: 9.04 eV
- HOMO energy: -8.65 eV
- Lowest unoccupied orbital energy: 0.39 eV

The geometry in XYZ format:
```
179
Properties=species:S:1:pos:R:3:forces:R:3:mulliken_charge:R:1
C -23.6031 3.4922 17.7164 -2.3542 3.3278 -1.9660 -0.5209
O -22.3754 4.1365 17.5549 0.7827 0.1993 -0.2017 -0.2941
H -24.3504 4.1837 18.2644 1.0164 -1.2412 -0.4507 0.2372
H -24.0544 3.3638 16.6796 0.5947 -0.0820 1.2386 0.1891
H -23.4762 2.5866 18.1754 -0.1129 -2.3938 1.2671 0.1697
H -21.8654 3.9922 18.3566 0.0692 0.2392 0.2303 0.2164
C -15.9571 7.1242 9.8884 2.2686 -0.5379 -2.8395 -0.6386
O -17.2621 6.7119 9.8213 -1.7811 -0.6472 0.1247 -0.6285
H -15.7977 7.9653 10.5220 -0.2419 0.6854 0.4248 0.3236
H -15.2951 6.3103 10.2109 0.0469 0.0986 0.2086 0.2133
H -15.6181 7.3615 8.7960 -0.1886 0.0523 1.8418 0.2536
H -17.2791 5.9056 9.2630 -0.2113 0.2817 -0.1378 0.3361
C -21.7039 4.4072 22.1017 0.2723 0.3921 -0.0421 -0.6616
O -21.6060 3.9211 20.7685 0.5043 -1.3434 0.4943 -0.4042
H -22.5250 5.1397 22.1108 0.4982 -0.1532 0.2919 0.2689
H -21.8760 3.6196 22.8556 -0.3434 0.1583 -0.4107 0.2432
H -20.7223 4.8375 22.3663 -0.5070 0.4005 0.1701 0.1959
H -21.0494 3.1090 20.8903 -0.4458 0.6007 -0.7601 0.2878
C -19.6153 5.9927 12.5189 1.4016 -0.9943 -0.1691 -0.6234
O -18.1992 5.8377 12.2570 -1.1302 0.0924 -0.3563 -0.2899
H -19.8797 5.3249 13.3352 0.0514 0.3566 0.3937 0.1038
H -19.8595 7.0152 12.6633 -0.2553 0.9963 0.7143 0.3417
H -20.2275 5.6731 11.7022 -0.2910 -0.3791 -0.8707 0.3054
H -18.0504 6.1797 11.3451 0.3053 -0.0792 0.5514 0.3518
C -13.0306 4.3962 21.1337 0.2106 -0.3436 0.0280 -1.7432
C -14.4542 3.8807 21.2335 0.0475 -0.5078 -1.7558 0.6229
C -15.4543 4.9853 21.3331 -0.8570 -0.8316 2.4876 -0.8503
O -16.7582 4.3942 21.1651 1.8581 -0.1361 0.4101 -0.1373
C -17.7040 5.3735 21.1881 -0.6646 2.0452 -1.1487 -0.1946
N -14.8207 2.9963 20.0752 -0.0770 0.2917 1.4210 -0.2390
H -12.8444 5.2542 20.4816 -0.3391 -0.2432 -0.2860 0.3384
H -12.4219 3.5379 20.8235 0.1633 0.3597 0.0662 0.4264
H -12.7178 4.7153 22.1216 0.2450 -0.0178 0.2328 0.4848
H -14.4629 3.2755 22.1188 -0.3873 -0.4087 0.6003 0.1952
H -15.3338 5.7106 20.5601 0.3316 0.8848 -0.4731 0.3134
H -15.4064 5.4116 22.4141 -0.0683 -0.0922 -1.8136 0.3222
H -17.5388 6.0859 22.0180 -0.0966 -0.1042 -0.2435 0.5040
H -18.6064 4.8453 21.3690 -1.3130 -0.0202 -0.1383 -0.3876
H -17.7545 5.9933 20.1903 0.0131 -1.0503 1.6026 0.1019
H -14.3889 3.3663 19.2531 0.0018 0.1547 -0.7753 0.2228
H -15.8454 3.0364 19.9693 1.0818 0.0951 -0.0980 -0.3344
C -19.0596 3.4991 9.9074 0.7718 0.0072 1.2243 -1.3660
C -17.5940 3.5165 9.5551 1.8016 -0.3349 0.9453 1.2128
C -17.0951 2.0701 9.5661 1.3004 -0.2968 0.9381 -0.4232
O -15.6475 2.0576 9.4365 -1.1491 0.4139 -0.0946 -0.3896
C -15.0486 0.7802 9.3768 -1.0205 -0.0575 -0.4285 -0.7200
N -17.3317 4.1328 8.2791 -0.1323 0.8616 -0.2097 -0.6529
H -19.1400 2.9728 10.8764 -0.3295 0.1234 -0.5187 0.1468
H -19.5558 2.9684 9.1244 -0.7022 -0.5202 -0.3995 0.5282
H -19.5138 4.4676 10.0379 0.0228 0.4247 -0.1555 0.2345
H -16.9178 4.0663 10.2784 -1.0696 -0.5558 -0.1928 -0.1787
H -17.4944 1.5448 8.7154 -0.4889 -0.4606 -0.4023 0.5108
H -17.3767 1.5543 10.5160 0.1051 0.2199 -0.5945 -0.2311
H -14.0067 0.9793 9.2893 0.8756 -0.0678 -0.5236 0.3164
H -15.4558 0.1343 8.5589 0.4022 0.5688 0.3906 0.2738
H -15.1603 0.2428 10.3038 -0.3685 -0.3805 0.6081 0.1961
H -16.3937 3.9012 7.9553 -0.4391 -0.0772 -0.1825 0.2261
H -18.0688 3.8990 7.6237 0.4146 -0.0382 -0.3010 0.2684
C -19.9424 -3.0685 11.7720 2.0512 2.6509 0.6559 -1.2410
C -19.8502 -2.5357 13.2625 -1.0257 2.7017 -2.8723 0.1452
C -18.7491 -1.4036 13.2964 -0.2919 -2.1987 -2.6710 0.3184
O -17.4464 -2.0057 12.9745 -1.7287 1.0195 0.7068 -0.4172
C -16.4645 -1.7391 13.9360 0.3098 0.4872 0.4212 0.0214
N -21.1274 -1.7649 13.4470 0.8592 -0.9465 0.1124 -0.3937
H -20.5282 -3.9240 11.5426 -0.4480 -0.8500 0.1974 0.4426
H -18.8773 -3.1555 11.4251 -1.0695 -0.4046 0.0394 0.2142
H -20.3684 -2.1668 11.2475 0.3023 -1.0182 0.2148 0.2903
H -19.6432 -3.2635 13.9868 0.2247 -1.2444 1.1028 0.2787
H -18.7774 -0.8904 14.2225 0.2606 0.5302 0.9969 -0.0563
H -19.0123 -0.7202 12.4525 0.1925 -0.2472 0.7283 0.0234
H -16.2120 -2.6827 14.4313 0.5945 0.1405 -0.1613 0.3209
H -16.7727 -1.0428 14.7392 -0.2150 -0.1896 -0.3856 -0.1531
H -15.6421 -1.2167 13.4234 0.2558 -0.5781 0.3401 -0.0207
H -21.9195 -2.3788 13.2863 0.0226 0.0751 0.1714 0.2511
H -21.1576 -1.3897 14.3829 -0.2833 0.1397 0.3389 0.0988
C -15.1863 -0.9141 22.0274 0.2515 -1.4020 0.3275 -2.0523
C -15.8284 -0.6155 20.6876 1.0787 -0.1821 -0.8143 1.9971
C -15.1684 -1.4291 19.5115 0.2617 1.8562 -0.2399 -0.9022
O -13.9221 -0.7510 19.3366 0.0735 0.3023 0.0289 -0.2413
C -13.0341 -1.3089 18.3990 -0.0641 -1.6482 0.9677 -0.7798
N -17.2702 -0.8130 20.7169 -0.6275 -0.3185 0.8156 -0.2282
H -15.6186 -0.2706 22.7550 -0.4171 0.6664 0.8006 0.5765
H -14.1130 -0.7543 22.0796 0.0831 0.2199 -0.4832 0.4168
H -15.3193 -1.9576 22.4150 -0.2410 0.6203 -0.6253 0.3525
H -15.6225 0.4603 20.4784 0.1986 -0.7067 -0.1053 -0.9772
H -15.7991 -1.2993 18.5883 0.3793 -0.3467 0.6357 0.1791
H -14.9155 -2.4778 19.6834 -0.6150 -0.2073 0.3089 0.6750
H -12.9410 -2.4331 18.6041 0.1535 1.2782 -0.3460 0.2772
H -12.0550 -0.8267 18.4949 -0.2976 -0.1024 0.0972 0.2411
H -13.3977 -1.1883 17.3964 -0.2276 0.0884 -0.7561 0.2835
H -17.7202 -0.0166 20.2895 -0.1996 0.1068 -0.2684 -0.0740
H -17.5924 -0.7808 21.6922 0.1320 -0.1879 -0.4896 0.1834
C -17.6974 2.8256 18.4563 -0.4848 0.0024 -1.0198 -2.3091
C -17.2186 1.9861 17.2593 1.7099 -0.3575 0.5173 1.7116
C -17.5746 2.6542 15.9402 0.4669 -0.3131 -0.8766 -0.2242
O -17.1942 1.9042 14.7326 -0.1672 -0.1591 2.1385 -0.1823
C -17.5205 2.6187 13.5804 -1.5457 -0.6585 -0.3654 0.7129
N -15.7349 1.8795 17.3637 -0.6978 0.4849 -0.2647 -0.0139
H -18.7576 3.0924 18.3884 -0.0509 -0.3013 0.0768 0.4379
H -17.1774 3.7578 18.4198 0.5185 0.7229 0.0421 0.9241
H -17.4845 2.3763 19.4192 -0.1656 -0.3713 0.0763 0.3299
H -17.6716 0.9880 17.3436 -0.2391 0.0422 -0.4089 -0.0662
H -17.0899 3.6473 15.8188 -0.4624 -0.3668 0.5645 -0.4367
H -18.6529 2.6961 15.9842 -0.6039 0.5318 -0.4522 -0.1741
H -18.6416 2.8274 13.5146 1.2154 0.0865 0.2063 -0.1070
H -17.3158 1.9275 12.7537 0.2387 0.3995 -0.0263 -0.1154
H -16.9508 3.5366 13.5265 0.0151 0.4667 -0.2898 -0.1991
H -15.3656 1.3760 16.5788 0.1025 -0.2715 -0.3519 0.2969
H -15.4015 1.4463 18.2099 -0.0520 -0.1906 0.2914 -0.3216
C -12.4507 1.2059 12.2872 -1.5460 -0.2884 1.4545 -1.5729
C -13.2944 2.3454 12.9435 2.2076 0.9613 -0.3126 1.2242
C -12.2558 3.4658 13.3276 0.8602 -1.3614 0.2641 -0.3155
O -11.1781 2.9892 14.1818 0.0945 -0.1084 -1.1484 -0.4417
C -11.4267 3.0309 15.5599 0.4460 -0.8479 -0.0918 -0.3304
N -14.2135 2.9235 11.9935 -0.8310 -0.4179 -0.7028 -0.1926
H -11.7508 0.8910 13.0877 0.2360 0.3389 -1.0027 0.4298
H -12.0375 1.5487 11.3264 0.1707 -0.2659 0.5256 0.3239
H -13.1013 0.3104 12.1613 0.2893 0.5450 -0.3741 0.3546
H -13.7591 2.0257 13.8512 -0.4619 -0.6412 0.7186 -0.2705
H -12.7084 4.2830 13.8630 -0.2545 0.4246 -0.4382 -0.1136
H -11.7493 3.7393 12.3875 -0.3780 0.3296 0.4100 0.3706
H -11.3755 4.0508 15.9217 -0.2132 0.3668 0.2977 0.2668
H -10.6046 2.4431 16.0717 -1.1004 0.5113 -0.5350 0.2510
H -12.4187 2.5932 15.7128 0.1062 0.0323 0.7430 0.0480
H -14.5674 2.1625 11.4096 -0.0257 0.6239 0.0311 -0.0034
H -15.0455 3.3842 12.3808 0.6777 -0.2927 0.1085 -0.0330
C -22.2971 -0.8881 19.0959 0.9428 -0.7432 0.6631 -1.7554
C -21.4406 0.3368 19.3339 1.4041 0.2091 0.6617 1.1646
C -21.0477 0.4624 20.8401 -0.5865 -1.5743 -0.9638 -1.1532
O -20.1949 1.4854 21.1652 1.5494 2.1491 -0.2679 0.3539
C -19.9216 1.5256 22.5416 0.2665 -1.1908 1.0203 -1.0735
N -20.2729 0.3301 18.4530 -0.3158 -2.4269 -0.2892 1.2563
H -22.5939 -0.8698 18.0841 -0.6080 -0.0381 -1.2360 0.4093
H -23.1544 -0.9905 19.7349 -0.5343 0.4193 0.3178 0.4206
H -21.7449 -1.8338 19.2399 0.1887 0.5286 0.0055 0.1906
H -21.9001 1.2137 18.9225 -1.1653 0.7399 0.7229 -0.3957
H -20.4891 -0.4339 21.1625 -0.8273 -0.4522 -0.2395 0.3591
H -21.9437 0.6354 21.4016 -0.9244 -0.4934 0.5557 0.5881
H -20.8269 1.7049 23.1259 -0.1675 0.0489 -0.0472 0.4092
H -19.2047 2.2977 22.7769 0.2013 0.3257 -0.2936 0.2385
H -19.5025 0.5548 22.9524 -0.3309 0.7386 -0.7343 0.3084
H -19.6876 1.0827 18.6735 1.0191 1.3758 0.3129 -1.0203
H -19.7440 -0.5377 18.6059 -0.0668 0.2068 -0.1049 -0.2439
C -19.4345 -3.3201 17.0831 -0.4508 0.5576 -1.2328 -0.4071
C -19.1822 -3.6820 18.4794 -1.1595 -0.1013 2.7992 -0.7813
O -19.2702 -2.4931 19.3747 0.2373 -1.1989 -0.8731 -0.2994
H -20.5031 -3.0019 16.9642 1.0493 -0.1308 -0.3086 0.1900
H -19.1956 -4.2066 16.4848 -0.4561 0.0930 -0.1946 0.5226
H -18.7204 -2.5441 16.7455 -0.5666 -0.0974 0.1372 -0.0533
H -18.2226 -4.1788 18.5627 0.3093 0.0568 0.3549 0.4885
H -19.9840 -4.4279 18.8566 1.2683 1.1466 -0.5151 0.1810
H -18.4015 -2.2450 19.7513 -0.1655 -0.1382 -0.1367 0.2222
C -19.4589 5.8732 17.2956 -0.0952 0.0363 0.0348 0.6404
C -19.4339 7.2753 16.7153 3.2549 -0.4766 -0.2461 -0.6820
O -18.5053 8.1075 17.5061 -0.3301 -0.8639 -1.8654 -0.5576
H -19.8481 5.8588 18.3256 -0.3962 -0.1436 -0.4462 0.2324
H -18.4669 5.3794 17.3687 -0.3647 0.6662 -0.4084 -0.4452
H -20.0564 5.3283 16.5626 -0.2904 -0.6019 0.5665 0.0422
H -20.3845 7.7292 16.5047 -0.5474 0.2729 0.4661 0.4772
H -18.9211 7.1759 15.7304 -0.3739 0.2896 0.5040 -0.0159
H -19.0146 8.4598 18.2033 -0.7663 0.7239 1.3688 0.3110
C -22.6124 1.2633 14.5298 0.0511 0.4071 0.4183 -1.4022
C -21.2063 1.4150 15.0368 0.2974 -1.8281 1.2338 1.1450
O -21.0457 0.1394 15.6820 0.5640 -0.6571 -0.0073 -0.0778
H -22.6852 0.2924 14.0231 0.0030 0.4360 0.0318 0.3236
H -22.7944 2.0639 13.8557 -0.8470 0.7229 -0.7440 0.4146
H -23.2967 1.2734 15.3989 0.1722 0.1002 -0.5666 0.2182
H -20.9720 2.2069 15.7711 -0.5569 0.0362 -0.4567 -0.0276
H -20.4381 1.4045 14.2737 -0.0257 0.4645 -0.5609 -0.4809
H -20.8567 0.1987 16.6201 0.4419 0.3854 0.7545 -0.1213
C -14.6316 5.2072 14.8512 0.3976 0.4770 0.4260 -1.0621
C -15.5783 6.0699 15.6655 -1.8218 0.2764 -2.0960 -0.2891
O -15.7094 5.5265 16.9173 0.2291 -0.4552 2.3140 -0.3950
H -13.6031 5.5837 14.9548 -0.3052 -0.0937 0.1317 0.6653
H -14.8581 5.2337 13.7953 -0.1875 -0.0325 -0.3115 0.1861
H -14.6395 4.1855 15.2283 -0.1619 -0.1251 -0.0767 0.2078
H -16.6263 6.1148 15.2183 1.1285 -0.1372 -0.0748 -0.1102
H -15.2415 7.0965 15.6607 0.2756 0.4515 0.2208 0.6117
H -16.1441 6.1481 17.5178 0.0420 -0.0389 -0.2858 0.1881
```
Forces are in eV/Å.

Record 3
Formula: C5H12N
Source: OMol25
Level of theory: ωB97M-V/def2-TZVPD

Results
- Net charge: +1
- Spin multiplicity: 1
- Frontier orbital gap: 10.83 eV
- Energy relative to the best compared isomer or geometry (same formula, charge and spin): 398.8 kJ/mol
- HOMO energy: -15.34 eV
- Lowest unoccupied orbital energy: -4.51 eV

The geometry in XYZ format:
```
18
Properties=species:S:1:pos:R:3:forces:R:3:nbo_charge:R:1
C 1.5335 1.2894 0.0626 3.1001 0.5586 -0.6647 0.0633
C -2.7366 -0.0592 -0.1611 2.6065 0.9211 2.8382 -0.5281
C 2.5217 -0.9648 -0.1424 1.4484 0.2668 2.2059 -0.4463
C -1.2804 0.5596 0.0606 -1.7072 1.9908 0.4694 -0.5288
C -0.3944 -0.5821 0.2361 1.8268 2.1552 1.4214 -0.0174
N 1.5763 0.0414 0.2008 -5.7354 0.2813 -0.5781 -0.2809
H 0.7102 1.9435 0.2839 -0.5896 -0.3326 0.1589 0.2244
H 2.4552 1.8139 -0.3114 -0.6834 -0.4310 0.4994 0.2046
H -2.6603 -1.0190 0.2579 -1.1451 -1.3718 0.3226 0.2085
H -3.3985 0.6364 0.2890 -0.8285 0.0732 0.7106 0.2376
H -2.8308 0.0215 -1.1428 -1.0431 -0.6862 -4.3276 0.2123
H 3.5610 -0.5101 0.1432 -1.5471 -1.3291 -1.2488 0.2480
H 2.2857 -1.3692 -1.1261 0.6527 0.3431 -0.1726 0.2514
H 2.2548 -1.7538 0.5869 0.8073 0.0282 -0.4342 0.2359
H -1.4629 1.0355 1.0423 0.8678 0.6065 -0.7080 0.2382
H -1.2356 1.2860 -0.8533 0.9121 -1.3065 1.9520 0.2610
H -0.4593 -1.1740 1.1337 0.2284 0.3819 0.6011 0.2283
H -0.4395 -1.1951 -0.5597 0.8293 -2.1496 -3.0453 0.1882
```
Forces are in eV/Å.